No. 1
An isolated ion of composition C10H12N3 and charge +1 in a non-equilibrium geometry, computed with wB97M-V/def2-TZVPD.

Each line ends with the Mulliken charge.
Geometry (Å):
C (0.396, -1.798, -1.986)  -0.959
C (0.277, -1.673, -0.681)  -0.047
C (-0.194, -0.217, 0.220)  0.150
C (-0.278, -0.519, 1.654)  0.727
C (-1.267, 0.244, 2.218)  -1.133
C (-1.810, 1.059, 1.204)  0.065
N (-1.199, 0.849, 0.063)  0.222
C (-1.910, 1.219, -1.149)  -0.961
N (0.656, -1.427, 2.130)  -0.485
C (1.849, -1.349, 1.702)  -0.117
N (2.258, -0.468, 0.768)  -0.540
C (1.357, 0.155, 0.127)  0.722
C (1.577, 1.397, -0.671)  -1.281
H (0.682, -2.686, -2.376)  0.371
H (0.453, -1.017, -2.709)  0.283
H (0.378, -2.528, 0.052)  0.426
H (-1.677, 0.032, 3.269)  0.385
H (-2.536, 1.797, 1.015)  0.655
H (-3.000, 1.170, -0.926)  0.505
H (-1.718, 2.197, -1.597)  0.298
H (-1.686, 0.370, -1.900)  0.291
H (2.606, -2.052, 2.189)  0.344
H (0.903, 1.460, -1.511)  0.331
H (1.337, 2.390, -0.075)  0.289
H (2.546, 1.396, -1.029)  0.459

Results
2S+1: 1
ΔE to the lowest compared entry with this formula, charge and spin: 308.4 kJ/mol
SMILES: C=C[C@]12C(=CC=[N+]1C)N=CN=C2C
total charge: +1
energy: -15023.8755 eV
LUMO energy: -5.1 eV
HOMO energy: -13.485 eV
HOMO-LUMO gap: 8.3775 eV

=====

No. 2
A 2-piece molecular cluster, C10H12N3O overall in a non-equilibrium geometry, computed with wB97M-V/def2-TZVPD.

Each line ends with the Mulliken charge.
Geometry (Å):
C (-2.037, 2.559, -1.520)  -0.427
C (-0.838, 2.323, -2.135)  -0.740
C (-2.486, 1.646, -0.664)  -0.603
C (-0.087, 1.157, -1.755)  -0.414
C (-1.793, 0.574, -0.222)  -0.398
C (-0.537, 0.296, -0.741)  1.070
C (0.768, -2.699, 1.313)  -0.174
C (2.511, -1.894, 0.026)  0.308
C (-0.279, -1.769, 0.725)  -0.597
C (0.296, -0.705, -0.200)  0.752
N (1.970, -2.804, 0.918)  -0.459
N (1.574, -0.894, -0.525)  -0.111
N (1.013, 0.379, 1.931)  -0.706
O (3.622, -1.893, -0.340)  -0.407
H (-2.592, 3.503, -1.801)  0.350
H (-0.537, 2.899, -2.930)  0.483
H (-3.536, 1.850, -0.307)  0.314
H (0.952, 0.931, -2.126)  0.294
H (-2.026, -0.078, 0.634)  0.281
H (0.426, -3.395, 2.058)  0.484
H (-1.022, -2.554, 0.477)  0.408
H (-0.698, -1.023, 1.448)  0.307
H (2.021, -0.102, -1.116)  0.211
H (0.320, 1.082, 2.253)  0.274
H (1.874, 0.842, 1.785)  0.231
H (1.123, -0.231, 2.815)  0.271

Results
2S+1: 1
ΔE to the lowest compared entry with this formula, charge and spin: 203.4 kJ/mol
total charge: +1
energy: -17074.3199 eV
LUMO energy: -5.1 eV
HOMO energy: -13.677 eV
HOMO-LUMO gap: 8.5790 eV

=====

No. 3
An isolated ion of composition C10H12N3O and charge +1 in a non-equilibrium geometry, computed with wB97M-V/def2-TZVPD.

Each line ends with the Mulliken charge.
Geometry (Å):
N (-1.619, 0.970, -1.326)  -0.481
C (-1.294, 0.726, 0.050)  0.534
O (-0.558, 1.805, 0.721)  -0.678
C (-2.583, 0.322, 0.737)  -0.670
C (-2.965, -1.086, 0.348)  -0.377
C (-2.043, -2.014, -0.017)  -0.390
N (-0.646, -1.787, -0.070)  -0.504
C (-0.110, -0.665, 0.076)  -0.092
C (1.312, -0.555, 0.080)  0.878
C (2.338, -1.566, 0.102)  -0.493
C (3.704, -1.230, 0.009)  -0.322
C (4.049, 0.091, -0.054)  -0.618
C (2.990, 1.032, 0.110)  0.007
N (1.780, 0.703, 0.088)  0.055
H (-1.262, 1.713, -1.845)  0.214
H (-1.657, 0.149, -1.849)  0.229
H (-1.152, 2.424, 1.126)  0.362
H (-3.333, 1.014, 0.431)  0.430
H (-2.418, 0.505, 1.871)  0.267
H (-4.018, -1.442, 0.378)  0.357
H (-2.267, -3.120, -0.130)  0.410
H (2.089, -2.545, 0.265)  0.542
H (4.427, -2.100, 0.158)  0.351
H (5.051, 0.440, -0.205)  0.429
H (3.163, 2.083, 0.395)  0.396
H (0.989, 1.385, -0.023)  0.167

Results
2S+1: 1
ΔE to the lowest compared entry with this formula, charge and spin: 273.0 kJ/mol
SMILES: N[C@@]1(O)CC=CN=C1c1cccc[nH+]1
total charge: +1
energy: -17073.5981 eV
LUMO energy: -4.5 eV
HOMO energy: -12.303 eV
HOMO-LUMO gap: 7.7613 eV

=====

No. 4
The molecule C10H12N4O, computed with wB97M-V/def2-TZVPD.

Each line ends with the Mulliken charge.
Geometry (Å):
C (3.970, -1.576, -2.472)  -0.969
C (2.793, -1.048, -1.750)  0.741
N (2.479, 0.211, -1.635)  -0.699
C (1.341, 0.263, -0.899)  0.230
N (0.656, 1.296, -0.527)  -0.768
C (-0.452, 1.052, 0.210)  1.004
C (-0.880, -0.202, 0.577)  0.278
C (-0.156, -1.376, 0.185)  0.541
O (-0.389, -2.551, 0.421)  -0.740
N (0.968, -1.026, -0.567)  0.384
N (1.904, -1.851, -1.117)  -0.800
C (-2.123, -0.433, 1.390)  -0.900
C (-2.582, 0.834, 2.099)  -0.759
C (-2.608, 1.990, 1.105)  -0.735
C (-1.191, 2.288, 0.630)  -0.398
H (4.881, -1.217, -1.996)  0.265
H (3.967, -1.205, -3.494)  0.281
H (3.966, -2.663, -2.475)  0.297
H (1.837, -2.850, -1.001)  0.210
H (-2.913, -0.791, 0.721)  0.294
H (-1.927, -1.238, 2.103)  0.352
H (-1.894, 1.073, 2.912)  0.320
H (-3.572, 0.676, 2.530)  0.349
H (-3.232, 1.717, 0.251)  0.309
H (-3.037, 2.882, 1.564)  0.330
H (-0.618, 2.755, 1.438)  0.239
H (-1.188, 2.989, -0.205)  0.344

Results
2S+1: 1
ΔE to the lowest compared entry with this formula, charge and spin: 0.0 kJ/mol
SMILES: Cc1nc2nc3c(c(=O)n2[nH]1)CCCC3
energy: -18573.3049 eV
LUMO energy: 0.6 eV
HOMO energy: -8.250 eV
HOMO-LUMO gap: 8.8147 eV

=====

No. 5
A 2-piece molecular cluster, C10H12N6O6 overall in a non-equilibrium geometry, computed with wB97M-V/def2-TZVPD.

Each line ends with the Mulliken charge.
Geometry (Å):
O (-3.260, -4.507, -2.896)  -0.651
N (-3.295, -3.365, -2.465)  0.774
C (-2.373, -2.437, -2.003)  0.243
C (-3.082, -1.279, -1.636)  0.513
N (-4.426, -1.455, -1.812)  -0.507
O (-4.538, -2.716, -2.339)  -0.172
C (-2.345, -0.111, -1.159)  -0.746
N (-2.964, 1.162, -0.792)  0.909
O (-4.198, 1.302, -0.733)  -0.531
O (-2.162, 2.100, -0.538)  -0.569
C (-0.940, -0.176, -1.060)  -0.063
C (-0.294, -1.335, -1.506)  0.575
N (1.070, -1.635, -1.589)  0.747
O (2.080, -0.999, -1.318)  -0.641
O (1.164, -2.937, -2.110)  -0.181
N (-0.081, -3.467, -2.368)  -0.555
C (-0.955, -2.484, -1.988)  0.391
H (-0.340, 0.654, -0.714)  0.267
C (1.559, 0.398, 3.955)  -1.406
C (1.396, 0.385, 2.433)  0.007
N (1.426, 1.700, 1.815)  -0.337
C (1.985, 1.814, 0.477)  0.541
C (2.736, 3.118, 0.221)  -1.547
H (1.251, -0.568, 4.364)  0.394
H (2.603, 0.564, 4.241)  0.341
H (0.950, 1.172, 4.431)  0.363
H (2.168, -0.278, 1.997)  0.255
H (0.413, -0.033, 2.178)  0.163
H (1.890, 2.368, 2.433)  0.228
H (2.654, 0.964, 0.243)  0.171
H (1.125, 1.753, -0.204)  -0.133
H (2.916, 3.225, -0.851)  0.416
H (2.162, 3.984, 0.559)  0.368
H (3.704, 3.118, 0.731)  0.370

Results
2S+1: 1
ΔE to the lowest compared entry with this formula, charge and spin: 67.9 kJ/mol
energy: -31777.2716 eV
LUMO energy: -2.5 eV
HOMO energy: -8.814 eV
HOMO-LUMO gap: 6.3540 eV

=====

No. 6
The molecule C10H12NOP in a non-equilibrium geometry, computed with wB97M-V/def2-TZVPD.

Each line ends with the Mulliken charge.
Geometry (Å):
C (-2.494, 1.991, 0.446)  -1.492
C (-1.301, 1.085, 0.420)  0.187
C (-0.026, 1.459, 0.386)  -0.482
C (1.035, 0.521, 0.245)  1.118
C (2.369, 1.028, 0.169)  -0.852
C (3.445, 0.168, -0.008)  -0.679
C (3.309, -1.229, 0.085)  -0.478
C (2.087, -1.722, 0.379)  -0.677
C (0.949, -0.873, 0.357)  0.721
N (-0.311, -1.423, 0.554)  -0.172
P (-1.817, -0.841, 0.207)  0.567
C (-2.176, -0.881, -1.578)  -0.914
O (-2.925, -1.291, 1.002)  -0.726
H (-2.652, 2.458, 1.415)  0.317
H (-3.337, 1.436, 0.224)  0.426
H (-2.423, 2.793, -0.290)  0.338
H (0.298, 2.497, 0.279)  0.327
H (2.637, 2.137, 0.220)  0.231
H (4.326, 0.663, 0.050)  0.428
H (4.226, -1.869, 0.137)  0.300
H (1.873, -2.778, 0.686)  0.271
H (-0.264, -2.473, 0.435)  0.276
H (-3.220, -0.584, -1.723)  0.332
H (-1.511, -0.230, -2.138)  0.343
H (-2.097, -2.043, -1.958)  0.290

Results
2S+1: 1
ΔE to the lowest compared entry with this formula, charge and spin: 10.0 kJ/mol
SMILES: CC1=Cc2ccccc2N[P@@]1(C)=O
energy: -23391.2197 eV
LUMO energy: 0.7 eV
HOMO energy: -8.146 eV
HOMO-LUMO gap: 8.7971 eV